C46H90GaINO15 as an isolated structure in a non-equilibrium geometry, computed with the ωB97M-V functional and the def2-TZVPD basis.

Properties
Kohn-Sham gap: 6.49 eV
HOMO level: -4.8 eV
F_max: 3.179 eV/Å

ORCA input file:
```
! RIJCOSX wB97M-V def2-TZVPD def2/J DEFGRID3
* xyz -1 1
C 1.927 -5.464 2.859
O 1.714 -4.111 3.251
C 2.280 -3.226 2.303
C 1.667 -3.285 0.901
C 2.147 -2.046 0.117
C 1.022 -1.103 -0.315
Ga -0.148 -0.347 1.176
C -0.964 -1.794 2.398
C -2.040 -2.605 1.648
C -3.381 -2.626 2.375
I -3.248 -4.023 4.035
C -1.828 0.580 0.313
C -2.154 0.120 -1.035
O -3.218 -0.289 -1.321
O -1.212 0.154 -2.092
C -0.555 1.314 -2.250
C 0.745 1.185 -3.008
O -0.952 2.360 -1.889
C 0.731 1.104 2.338
C 2.202 1.004 2.488
O 2.887 0.979 1.501
N 2.825 1.011 3.765
C 4.200 0.484 3.655
C 2.116 0.150 4.738
H 1.085 -5.784 2.240
H 2.822 -5.559 2.243
H 2.003 -6.052 3.768
H 3.362 -3.371 2.202
H 2.155 -2.200 2.653
H 2.082 -4.162 0.425
H 0.588 -3.425 0.906
H 2.941 -1.566 0.689
H 2.628 -2.418 -0.792
H 1.411 -0.277 -0.908
H 0.372 -1.658 -0.999
H -0.218 -2.441 2.852
H -1.463 -1.242 3.204
H -2.190 -2.245 0.629
H -1.710 -3.641 1.585
H -4.170 -3.006 1.735
H -3.652 -1.657 2.770
H -2.670 0.355 0.945
H -1.619 1.641 0.333
H 0.667 1.767 -3.918
H 0.903 0.146 -3.275
H 1.550 1.520 -2.368
H 0.536 2.072 1.882
H 0.205 1.093 3.293
H 4.170 -0.518 3.222
H 4.851 1.150 3.113
H 4.578 0.346 4.664
H 2.103 0.670 5.702
H 1.082 -0.043 4.483
H 2.634 -0.785 4.930
C 4.711 -6.843 -0.415
C 4.975 -5.356 -0.489
O 4.199 -4.558 -0.017
C 6.243 -4.917 -1.177
H 3.769 -7.018 0.102
H 4.644 -7.261 -1.421
H 5.513 -7.338 0.135
H 6.241 -5.256 -2.215
H 7.111 -5.332 -0.659
H 6.309 -3.832 -1.162
C -3.431 3.489 -3.077
C -4.673 4.007 -3.748
O -4.857 5.192 -3.931
C -5.692 2.981 -4.188
H -2.782 4.319 -2.810
H -3.696 2.944 -2.170
H -2.891 2.826 -3.754
H -6.053 2.423 -3.324
H -5.243 2.300 -4.913
H -6.535 3.488 -4.656
C -6.781 5.397 -7.444
C -8.214 4.927 -7.420
O -8.511 3.822 -7.028
C -9.264 5.898 -7.906
H -6.138 4.604 -7.068
H -6.485 5.637 -8.466
H -6.667 6.273 -6.804
H -9.073 6.163 -8.947
H -9.252 6.798 -7.290
H -10.245 5.434 -7.834
C -4.173 -0.762 -7.274
C -4.381 0.078 -8.508
O -3.695 -0.068 -9.495
C -5.481 1.111 -8.463
H -3.355 -1.459 -7.446
H -3.919 -0.126 -6.424
H -5.078 -1.330 -7.051
H -5.285 1.833 -7.669
H -6.443 0.624 -8.294
H -5.517 1.640 -9.414
C 7.825 3.209 7.008
C 6.615 2.723 6.244
O 6.714 1.933 5.335
C 5.269 3.266 6.663
H 8.721 2.742 6.606
H 7.917 4.292 6.908
H 7.733 2.943 8.062
H 5.253 4.351 6.551
H 5.067 3.002 7.703
H 4.493 2.835 6.032
C -6.013 -2.008 -11.351
C -7.141 -2.569 -10.522
O -6.938 -3.343 -9.616
C -8.540 -2.120 -10.874
H -5.067 -2.408 -10.994
H -6.142 -2.290 -12.398
H -5.989 -0.920 -11.260
H -8.777 -2.405 -11.901
H -8.623 -1.037 -10.766
H -9.252 -2.596 -10.203
C 12.471 3.972 5.167
C 11.904 3.858 6.562
O 11.193 2.934 6.880
C 12.265 4.950 7.541
H 12.134 3.127 4.571
H 12.126 4.895 4.698
H 13.562 3.965 5.205
H 11.912 5.914 7.172
H 13.347 4.985 7.680
H 11.793 4.745 8.500
C 8.300 0.027 0.310
C 7.000 -0.402 -0.331
O 6.992 -1.163 -1.275
C 5.736 0.161 0.259
H 9.133 -0.447 -0.207
H 8.410 1.111 0.239
H 8.316 -0.274 1.358
H 5.751 1.250 0.181
H 5.648 -0.130 1.303
H 4.871 -0.216 -0.282
C -5.475 2.561 2.337
C -4.108 3.203 2.381
O -3.103 2.552 2.238
C -4.057 4.697 2.610
H -5.365 1.492 2.165
H -5.992 2.716 3.286
H -6.064 2.990 1.524
H -4.513 4.944 3.571
H -4.586 5.217 1.809
H -3.019 5.024 2.618
C -5.842 -7.038 7.228
C -4.751 -6.027 7.494
O -3.611 -6.224 7.153
C -5.153 -4.755 8.203
H -5.417 -7.898 6.715
H -6.282 -7.370 8.170
H -6.614 -6.596 6.598
H -5.564 -4.989 9.187
H -5.897 -4.218 7.612
H -4.278 -4.121 8.327
*
```

***

A single C14H9N3O2 molecule in a non-equilibrium geometry, computed with the ωB97M-V functional and the def2-TZVPD basis.

Properties
ΔE to the lowest compared entry with this formula, charge and spin: 0.0 kcal/mol
Kohn-Sham gap: 6.48 eV
HOMO level: -7.4 eV
F_max: 4.215 eV/Å

ORCA input file:
```
! RIJCOSX wB97M-V def2-TZVPD def2/J DEFGRID3
* xyz 0 1
O 0.538 -1.540 1.717
O 0.631 2.732 -1.251
C -2.100 -3.453 -1.473
C -2.529 -2.851 -2.674
C -1.328 -2.718 -0.520
C -2.085 -1.536 -2.982
C 2.177 1.925 3.349
C 2.206 3.050 2.535
C -0.866 -1.443 -0.891
C -1.225 -0.889 -2.103
C 1.632 0.744 2.863
C 1.696 3.010 1.247
C -0.026 -0.486 -0.171
C 0.024 0.628 -0.966
C 1.066 0.660 1.561
C 1.119 1.835 0.752
N -0.607 0.349 -2.181
N 0.521 -0.471 1.059
N 0.579 1.791 -0.469
H -2.467 -4.421 -1.214
H -3.170 -3.461 -3.314
H -1.005 -3.149 0.434
H -2.418 -1.075 -3.898
H 2.569 1.939 4.367
H 2.609 3.979 2.921
H 1.608 -0.093 3.561
H 1.729 3.873 0.587
H -0.878 1.067 -2.849
*
```

***

C16H30MnO5PS6 as an isolated structure, computed with the ωB97M-V functional and the def2-TZVPD basis.

Properties
ΔE to the lowest compared entry with this formula, charge and spin: 6.6 kcal/mol
Kohn-Sham gap (spin up / spin down): 7.00 / 7.02 eV
⟨S²⟩: 0.951
HOMO level (spin up / spin down): -4.5 / -4.6 eV
F_max: 0.439 eV/Å

ORCA input file:
```
! RIJCOSX wB97M-V def2-TZVPD def2/J DEFGRID3
* xyz -1 2
Mn 0.355 -0.252 0.347
C -2.426 1.964 1.820
C -2.028 1.587 0.426
C -3.097 1.079 -0.499
O -0.850 1.593 0.080
H -3.273 2.651 1.814
H -1.575 2.384 2.349
H -2.724 1.041 2.326
H -4.066 1.535 -0.306
H -3.153 0.001 -0.315
H -2.793 1.225 -1.534
O 0.478 -2.264 0.923
S -0.982 -1.955 1.124
O -1.784 -3.018 1.655
O -0.962 -0.685 1.935
O -1.414 -1.444 -0.232
C 3.900 -0.552 -0.782
C 3.115 -0.547 -2.091
C 3.901 0.159 -3.195
P 1.346 -0.016 -1.822
C 1.119 1.746 -2.386
C 2.026 2.681 -1.582
C 1.145 2.103 -3.870
C 0.461 -1.076 -3.076
C 0.385 -2.518 -2.559
C 1.028 -1.110 -4.497
H 4.885 -1.002 -0.935
H 3.373 -1.121 -0.014
H 4.042 0.458 -0.399
H 2.992 -1.592 -2.396
H 4.110 1.197 -2.940
H 3.387 0.141 -4.153
H 4.864 -0.341 -3.322
H 0.100 1.926 -2.031
H 3.065 2.616 -1.907
H 1.998 2.460 -0.516
H 1.704 3.715 -1.727
H 2.110 1.903 -4.335
H 0.950 3.174 -3.970
H 0.371 1.579 -4.430
H -0.558 -0.670 -3.093
H 1.383 -2.951 -2.463
H -0.164 -3.132 -3.277
H -0.113 -2.577 -1.596
H 1.993 -1.617 -4.507
H 1.156 -0.133 -4.954
H 0.357 -1.695 -5.132
C 0.312 0.021 4.685
S 1.059 -1.558 4.227
C 2.619 -1.015 3.652
C 2.925 -0.118 2.692
S 1.957 0.913 1.665
S 4.653 0.171 2.517
C 5.252 -0.919 3.707
S 6.855 -1.166 4.023
S 3.969 -1.734 4.509
H -0.629 -0.230 5.171
H 0.118 0.605 3.789
H 0.954 0.559 5.380
*
```

***

A single C28H44N4O4S molecule in a non-equilibrium geometry, computed with the ωB97M-V functional and the def2-TZVPD basis.

Properties
ΔE to the lowest compared entry with this formula, charge and spin: 2.5 kcal/mol
Kohn-Sham gap: 8.06 eV
SMILES: CCCCN(CCCC)CCNC(=O)c1cn(C)c2ccc(S(=O)(=O)N(C)C3CCCCC3)cc2c1=O
HOMO level: -8.2 eV
F_max: 1.224 eV/Å

ORCA input file:
```
! RIJCOSX wB97M-V def2-TZVPD def2/J DEFGRID3
* xyz 0 1
C 1.351 0.912 4.543
C 0.777 0.296 3.272
C 0.616 1.306 2.137
C -0.511 2.316 2.373
N -0.626 3.208 1.235
C -1.969 3.401 0.729
C -2.432 2.173 -0.061
C -3.733 2.411 -0.828
C -3.553 3.318 -2.039
C 0.175 4.410 1.333
C 0.760 4.784 -0.043
N 1.282 3.608 -0.688
C 2.514 3.141 -0.435
O 3.402 3.781 0.110
C 2.751 1.730 -0.887
C 4.011 1.247 -0.708
N 4.404 -0.017 -0.955
C 5.781 -0.397 -0.738
C 3.478 -0.940 -1.383
C 3.805 -2.293 -1.567
C 2.840 -3.198 -1.950
C 1.540 -2.773 -2.193
S 0.291 -3.972 -2.675
O 0.254 -4.051 -4.106
O 0.569 -5.180 -1.945
N -1.090 -3.220 -2.148
C -2.229 -3.171 -3.031
C -1.269 -3.246 -0.709
C -2.017 -4.483 -0.205
C -2.042 -4.485 1.321
C -2.696 -3.212 1.850
C -1.967 -1.977 1.327
C -1.947 -1.972 -0.199
C 1.209 -1.451 -2.058
C 2.156 -0.520 -1.628
C 1.713 0.865 -1.406
O 0.550 1.198 -1.635
H 2.302 1.397 4.333
H 1.516 0.144 5.295
H 0.673 1.652 4.959
H -0.193 -0.156 3.494
H 1.444 -0.502 2.936
H 1.556 1.844 1.993
H 0.394 0.777 1.208
H -1.450 1.772 2.498
H -0.331 2.878 3.301
H -2.690 3.619 1.537
H -1.950 4.264 0.063
H -2.576 1.338 0.627
H -1.641 1.891 -0.757
H -4.115 1.446 -1.169
H -4.479 2.841 -0.155
H -2.780 2.923 -2.693
H -4.482 3.385 -2.603
H -3.270 4.324 -1.740
H -0.388 5.267 1.740
H 1.012 4.204 2.001
H 1.574 5.501 0.090
H -0.003 5.219 -0.692
H 0.595 2.926 -1.002
H 4.757 1.931 -0.324
H 6.215 -0.801 -1.654
H 6.351 0.480 -0.441
H 5.855 -1.146 0.053
H 4.809 -2.642 -1.392
H 3.069 -4.246 -2.059
H -2.957 -3.960 -2.825
H -2.715 -2.197 -2.956
H -1.843 -3.303 -4.039
H -0.248 -3.283 -0.309
H -1.511 -5.374 -0.580
H -3.041 -4.475 -0.583
H -2.587 -5.360 1.680
H -1.018 -4.552 1.697
H -2.685 -3.214 2.942
H -3.739 -3.179 1.527
H -0.941 -1.973 1.701
H -2.459 -1.073 1.690
H -2.971 -1.932 -0.573
H -1.416 -1.092 -0.564
H 0.207 -1.107 -2.261
*
```

***

A 11-piece molecular cluster, C22H55N11O11 overall in a non-equilibrium geometry, computed with the ωB97M-V functional and the def2-TZVPD basis.

Properties
ΔE to the lowest compared entry with this formula, charge and spin: 31.8 kcal/mol
Kohn-Sham gap: 9.44 eV
SMILES: CC(N)=O.CC(N)=O.CC(N)=O.CC(N)=O.CC(N)=O.CC(N)=O.CC(N)=O.CC(N)=O.CC(N)=O.CC(N)=O.CC(N)=O
HOMO level: -9.3 eV
F_max: 3.602 eV/Å

ORCA input file:
```
! RIJCOSX wB97M-V def2-TZVPD def2/J DEFGRID3
* xyz 0 1
C 1.031 -1.408 -5.497
C 0.889 -0.143 -4.768
N 0.609 -0.354 -3.507
O 1.100 0.908 -5.319
H 1.443 -2.206 -4.861
H 1.842 -1.348 -6.223
H 0.074 -1.584 -5.911
H 0.478 -1.322 -3.179
H 0.549 0.301 -2.741
C -2.654 -3.332 2.779
C -3.977 -3.283 3.510
N -4.942 -4.122 2.981
O -4.168 -2.564 4.442
H -2.893 -3.250 1.701
H -2.223 -4.333 2.800
H -2.094 -2.524 3.130
H -4.675 -4.627 2.134
H -5.917 -4.051 3.256
C 4.020 3.246 -3.087
C 4.106 2.472 -1.833
N 4.847 1.362 -1.861
O 3.585 2.936 -0.828
H 3.000 3.633 -3.199
H 4.277 2.697 -3.983
H 4.615 4.160 -3.016
H 5.491 1.040 -2.618
H 5.042 1.005 -0.932
C 1.146 2.640 1.426
C 2.051 2.832 2.706
N 1.655 3.783 3.574
O 3.073 2.232 2.838
H 0.605 3.554 1.193
H 0.351 1.895 1.553
H 1.696 2.310 0.596
H 2.293 3.963 4.308
H 0.699 4.043 3.615
C 7.333 1.019 2.539
C 6.372 1.368 1.437
N 5.582 2.396 1.792
O 6.369 0.748 0.384
H 7.993 1.880 2.631
H 7.966 0.222 2.304
H 6.832 0.973 3.513
H 4.784 2.538 1.183
H 5.524 2.591 2.765
C -3.614 -2.297 -2.950
C -2.799 -1.825 -1.728
N -2.108 -0.629 -1.951
O -2.834 -2.443 -0.651
H -4.530 -1.854 -2.820
H -3.664 -3.401 -3.035
H -3.197 -1.945 -3.904
H -1.429 -0.330 -1.208
H -2.063 -0.206 -2.891
C -2.832 3.029 -2.724
C -1.803 2.414 -3.656
N -0.726 3.172 -3.976
O -1.950 1.267 -4.107
H -3.578 3.408 -3.458
H -2.503 3.855 -2.134
H -3.201 2.204 -2.165
H 0.055 2.676 -4.465
H -0.583 4.052 -3.466
C -5.241 -0.838 1.286
C -4.101 0.024 1.844
N -2.975 0.130 1.074
O -4.280 0.706 2.873
H -5.648 -1.291 2.171
H -4.922 -1.602 0.472
H -5.830 -0.055 0.742
H -2.179 0.502 1.454
H -2.744 -0.700 0.554
C 1.914 -0.724 1.190
C 0.687 -0.894 0.351
N 0.005 -2.071 0.633
O 0.209 -0.061 -0.382
H 2.531 0.124 0.870
H 2.574 -1.557 1.394
H 1.461 -0.252 2.066
H -0.758 -2.355 -0.023
H 0.357 -2.801 1.172
C 0.799 -5.837 -1.031
C 1.053 -5.769 0.476
N 1.941 -6.608 0.989
O 0.542 -4.956 1.215
H 0.919 -4.800 -1.301
H -0.197 -6.164 -1.312
H 1.540 -6.447 -1.690
H 2.631 -7.124 0.395
H 2.065 -6.529 2.035
C -3.217 4.293 2.443
C -2.209 3.728 3.370
N -2.515 2.574 3.904
O -1.156 4.355 3.628
H -4.278 4.119 2.850
H -3.210 3.833 1.431
H -3.024 5.321 2.272
H -1.760 2.215 4.500
H -3.402 2.064 3.647
*
```

***

A 2-piece molecular cluster, C3H10N2O2 overall in a non-equilibrium geometry, computed with the ωB97M-V functional and the def2-TZVPD basis.

Properties
ΔE to the lowest compared entry with this formula, charge and spin: 39.2 kcal/mol
Kohn-Sham gap: 9.96 eV
SMILES: CC(=O)NCN.O
HOMO level: -9.3 eV
F_max: 4.140 eV/Å

ORCA input file:
```
! RIJCOSX wB97M-V def2-TZVPD def2/J DEFGRID3
* xyz 0 1
C 0.075 -1.384 -1.282
C -0.094 -0.469 -0.086
O -0.625 -0.873 0.937
N 0.774 0.602 0.005
C 0.629 1.588 1.060
N 1.719 2.544 1.048
H 0.736 -0.864 -1.981
H 0.603 -2.324 -1.117
H -0.887 -1.627 -1.731
H 1.732 0.505 -0.297
H -0.347 2.061 0.833
H 0.459 1.188 2.055
H 1.624 3.134 1.846
H 2.580 2.038 0.928
O -3.098 -2.340 -0.500
H -3.377 -2.189 -1.412
H -2.502 -1.590 -0.306
*
```